Density functional theory data (ωB97M-V/def2-TZVPD) for a cluster of 2 separate species, C20H23F3N in total.

XYZ file:
```
47
Properties=species:S:1:pos:R:3
C 0.501 0.440 -2.835
N -0.785 0.423 -2.159
C -1.523 -0.851 -2.410
C -2.925 -0.806 -3.004
C -3.751 0.426 -2.693
C -2.924 1.666 -2.999
C -1.510 1.699 -2.399
H 0.501 1.120 -3.694
H 1.299 0.752 -2.163
H 0.741 -0.565 -3.180
H -0.924 -1.460 -3.107
H -1.521 -1.403 -1.464
H -2.818 -0.870 -4.090
H -3.439 -1.719 -2.718
H -4.650 0.423 -3.319
H -4.108 0.434 -1.658
H -2.818 1.743 -4.090
H -3.442 2.583 -2.700
H -1.520 2.237 -1.441
H -0.906 2.327 -3.088
F -0.908 0.087 6.501
C -0.867 1.215 5.734
F -2.119 1.770 5.767
F -0.031 2.079 6.416
C -0.358 0.933 4.350
C -0.975 1.516 3.250
C -0.558 1.150 1.984
C 0.541 0.249 1.785
C 0.900 -0.148 0.466
C 2.098 -0.909 0.240
C 3.055 -0.573 -0.753
C 4.127 -1.399 -1.054
C 4.396 -2.538 -0.262
C 3.511 -2.849 0.799
C 2.363 -2.095 1.007
C 1.225 -0.174 2.974
C 0.769 0.131 4.232
H -1.773 2.241 3.383
H -1.011 1.601 1.106
H 0.256 0.123 -0.371
H 2.950 0.377 -1.286
H 4.787 -1.140 -1.888
H 5.298 -3.145 -0.451
H 3.745 -3.695 1.479
H 1.656 -2.432 1.771
H 2.159 -0.735 2.911
H 1.285 -0.237 5.117
```

Results
- LUMO: -6.2 eV
- Charge: +1
- HOMO energy: -0.41849 Eh
- Energy relative to the best compared isomer or geometry (same formula, charge and spin): 21.6 kcal per mole

natural (NBO) atomic charge list, values in e, 6 entries: atom 1 (C): -0.398, atom 2 (N): -0.497, atom 3 (C): -0.206, atom 4 (C): -0.418, atom 5 (C): -0.400, atom 6 (C): -0.416

=====

Density functional theory data (ωB97M-V/def2-TZVPD) for a cluster of 3 separate species, C12H19ClN2O5 in total.

XYZ file:
```
39
Properties=species:S:1:pos:R:3
C -1.024 -2.356 -1.868
C -1.706 -2.956 -3.271
C -3.349 -2.972 -2.957
C -4.128 -4.123 -2.372
Cl -3.570 -5.817 -1.848
C -5.610 -3.415 -2.303
O -6.464 -3.952 -1.426
O -5.707 -2.266 -3.215
C -4.328 -1.680 -3.217
O -3.951 -0.393 -3.346
H -1.886 -2.087 -1.088
H -0.378 -3.191 -1.336
H -0.443 -1.352 -2.052
H -1.298 -4.043 -3.440
H -1.433 -2.209 -4.150
C -0.183 1.730 0.363
C -0.105 0.347 0.950
O 0.472 -0.573 0.377
N -0.703 0.133 2.158
C -1.422 1.078 2.978
H 0.337 1.749 -0.598
H -1.228 2.008 0.198
H 0.301 2.448 1.032
H -0.609 -0.821 2.489
H -0.921 1.136 3.947
H -2.437 0.700 3.120
H -1.464 2.072 2.531
C 4.736 1.996 2.925
C 3.535 2.222 2.047
O 2.400 1.918 2.403
N 3.739 2.785 0.821
C 4.986 3.208 0.229
H 4.420 1.542 3.868
H 5.437 1.317 2.432
H 5.223 2.950 3.146
H 2.886 2.907 0.287
H 4.911 4.274 0.006
H 5.124 2.654 -0.703
H 5.840 3.033 0.885
```

Results
- LUMO: -1.4 eV
- SMILES: CCC1=C(Cl)C(=O)OC1=O.CNC(C)=O.CNC(C)=O
- HOMO energy: -0.33737 Eh

natural (NBO) atomic charge list, values in e, 6 entries: atom 1 (C): -0.626, atom 2 (C): -0.456, atom 3 (C): -0.056, atom 4 (C): -0.097, atom 5 (Cl): 0.061, atom 6 (C): 0.743

=====

| no. | HOMO-LUMO gap (eV) |
| --- | --- |
| 1 | 5.21 |
| 2 | 7.79 |